Entry a
Computed, not measured: 22 unconnected molecules or ions with the total composition C2H46O23, with ωB97M-V/def2-TZVPD.

Structure (XYZ):
```
71
Properties=species:S:1:pos:R:3:mulliken_charge:R:1
C -0.36549 0.36690 0.40457 2.89
H 3.45404 1.38359 -1.77782 0.27
H 1.11569 0.93242 -3.23900 0.48
H -2.35119 1.04937 -1.52152 0.36
O 3.77683 -0.11388 1.25961 -0.81
H 1.77730 -0.78772 3.00687 0.30
O -1.26410 -0.35279 1.23375 0.76
H 2.68847 0.36486 -3.92524 0.45
H -0.30856 -1.14914 -3.47547 0.45
H 2.88758 -0.41030 1.44906 0.24
H -0.28633 -3.07875 1.89265 0.39
O 1.28363 1.20422 -4.14875 -0.80
H 2.36780 -1.88805 -3.14649 0.27
H -0.82088 0.22697 3.91690 0.31
O -2.38445 -2.14989 2.79270 -0.72
O 2.82532 1.57389 -1.08079 -0.81
H -0.57118 -1.11151 -1.23154 -0.79
H -2.02164 -3.04533 2.86546 0.31
H 0.45411 0.53644 0.98657 1.09
O -1.80976 1.33467 -2.24247 -0.88
H 0.97386 -0.97717 -0.34379 -2.01
O 1.75057 -1.50848 2.35315 -0.85
O 0.02075 3.31290 2.66605 -0.74
H -3.82673 -1.61465 1.96538 0.39
O 3.57566 -0.07948 -3.78738 -0.73
H 2.14086 -1.83705 -0.15045 -0.67
H -0.79463 1.29841 0.16107 -1.99
H -2.11204 3.79219 1.06715 0.35
H -0.83498 -2.02336 1.00219 -0.07
O -0.06414 -0.26735 4.20248 -0.61
H 1.36078 2.16312 -4.12506 0.33
H -2.20514 -1.12865 -1.36946 0.01
H -2.65208 0.35332 0.60583 0.04
O -3.46236 0.72306 0.22230 -0.95
O 0.71261 0.37120 -1.76650 0.69
H 0.21226 3.06220 0.27374 0.19
H 0.93246 -1.33797 1.83916 0.45
H -4.00038 1.23094 0.83008 0.29
C 0.12502 -0.40685 -0.75211 2.85
H -0.54328 2.57497 2.71892 0.40
H -0.35152 -3.03254 -0.81417 0.35
O 2.46755 2.17952 1.91887 -0.61
H 3.30668 -2.36393 0.64045 0.41
O -0.38026 -3.56121 -1.64982 -0.78
H -2.91240 -2.03394 -2.35547 0.34
H -1.33226 -0.13485 -3.17000 0.55
H 2.02440 1.14057 -1.30870 -0.12
H 0.83224 2.89818 2.42500 0.36
O -2.19419 3.58205 0.14183 -0.71
H -2.78982 1.30346 3.08308 0.21
H 3.80806 -0.18051 0.30990 0.44
O -0.99290 -0.64294 -3.91857 -0.75
O -0.55053 -2.92551 0.96999 -0.86
H -4.24402 -0.47415 1.09092 0.39
H -1.63608 2.83938 0.01649 -0.09
O 2.88274 -2.39234 -0.18297 -0.67
O 0.66008 3.29287 -0.53930 -0.80
H -1.58666 0.70920 2.20430 0.37
H 1.31802 2.66459 -0.70192 0.25
H 0.37246 -3.20722 -2.11625 0.33
H 3.04073 1.36881 1.86599 0.37
H -0.92542 1.00720 -2.10003 -0.01
H -0.43357 -0.90725 4.76012 0.24
H -1.85393 -1.54666 2.31679 0.31
O 1.37477 -1.90009 -2.93706 -0.80
H 3.73474 -0.43413 -4.65083 0.26
H 2.89147 2.59326 2.73207 0.26
O -4.58582 -1.21164 1.54062 -0.78
H 1.22711 -1.13531 -2.44815 0.02
O -3.04052 -1.36849 -1.65305 -0.65
O -1.88741 1.28635 2.89808 -0.96
```

The net charge is -2. As for the HOMO-LUMO gap: 8.11 eV.



Entry b
Computed, not measured: 22 unconnected molecules or ions with the total composition C2H46O23, with ωB97M-V/def2-TZVPD.

Structure (XYZ):
```
71
Properties=species:S:1:pos:R:3:mulliken_charge:R:1
H -1.99290 0.62279 -1.03923 -0.24
H 0.54310 2.76579 -3.19523 0.37
H -0.89790 -0.94721 -3.07723 0.22
H 0.93510 -0.10221 -0.88623 0.34
O -0.59590 -1.55821 -2.40423 -0.83
O -1.87390 0.33879 -4.19623 -0.66
H -2.27190 1.40079 3.37577 0.23
H 0.21010 0.56979 2.50977 0.07
O -3.62590 -1.29821 1.88177 -0.66
O 1.68310 -1.67821 3.98977 -0.73
O -2.29590 2.77879 0.27677 -0.80
H -1.69290 1.07479 -3.67923 0.43
H -1.27990 -2.95021 0.45177 0.43
O 1.14810 -0.56221 -4.33823 -0.70
H 2.08010 -0.72721 -4.15023 0.26
O 3.17710 0.71179 -1.80623 -0.73
H 0.55910 3.82079 0.75377 0.34
O -2.79990 1.20679 2.57777 -0.77
H 3.15810 -1.61521 0.00477 0.42
H 1.75910 -3.02821 0.39177 0.60
H -0.79990 -0.94221 -1.69923 0.11
H -3.17090 0.05479 -0.35323 0.32
C 0.43610 0.56779 -0.11723 -2.94
H -0.84690 -1.11721 3.84877 0.28
H 1.16910 -2.20321 -2.33423 0.47
O 3.72210 2.50979 0.47877 -0.52
O -0.54290 1.28579 -0.93723 1.16
H -1.26190 2.41579 -2.21623 0.05
O 0.80310 1.84779 -3.07623 -0.70
H -2.38890 -2.83021 -0.69623 0.26
H 2.36210 -2.60121 -3.28523 0.28
O 0.58510 -0.88921 1.70677 -0.35
H -1.04690 -0.02421 1.39877 0.85
O 0.61110 3.71179 -0.18523 -0.82
O 1.12410 -3.33621 0.98377 -0.80
H 1.10610 1.27879 0.30977 1.85
O 3.00410 -0.07721 1.12177 -0.92
H -0.12190 0.95779 3.92477 0.42
H -3.47090 -0.42021 2.25377 0.37
H -1.94890 -0.81621 4.81577 0.27
H 1.22410 -1.24921 3.20277 0.42
H -1.94290 3.64679 0.06077 0.34
H 0.56910 2.72879 -0.36923 0.11
H 3.04010 1.67279 -1.84623 0.32
H 2.91210 0.82879 0.82677 0.26
H 0.89410 0.22479 -3.80923 0.39
C -0.28890 -0.43821 0.76577 2.23
O 3.32910 -2.54821 -0.26923 -0.84
H 3.93810 3.02279 -0.30623 0.25
O -1.39390 -2.40521 2.53577 -0.88
H 2.35910 0.46079 -1.33823 0.14
O -2.84690 0.14779 -1.20923 -0.66
H -2.30690 -2.13321 2.24077 0.68
H 2.40110 -2.25021 3.74077 0.30
H -2.46490 1.85779 1.95977 0.41
H -0.80890 -1.72721 2.15877 -0.36
H 0.40310 1.61879 -2.24523 0.02
H 0.84110 -2.45021 1.32977 0.24
H 3.12810 -2.59921 -1.19723 0.39
O 0.45210 1.22879 3.19677 -0.72
H -2.81890 0.24979 -4.25023 0.26
H -4.42390 -1.67121 2.23277 0.24
H 2.05510 -0.27421 1.36577 0.37
O -1.02590 -0.69421 4.65477 -0.71
H -2.78690 2.73979 -2.39323 0.34
H -1.70190 2.12579 -0.09023 0.20
O -1.74890 -3.38221 -0.26323 -0.71
O -1.93890 2.70379 -2.82623 -0.77
H -0.62490 -1.27521 0.19877 -1.01
O 1.84610 -2.86521 -2.47323 -0.73
H 4.48210 2.50879 1.03177 0.22
```

The net charge is -2. As for the HOMO-LUMO gap: 7.65 eV.



The structure with the greatest stability is entry b.



Entry a
Computed, not measured: a single C8H18N2O molecule, with ωB97M-V/def2-TZVPD.

Structure (XYZ):
```
29
Properties=species:S:1:pos:R:3:mulliken_charge:R:1
H -2.39630 -0.61078 -0.58670 0.18
C 0.51466 2.24346 -0.57012 -1.37
C -0.27251 -1.46720 1.58679 -1.34
H 2.75956 1.45799 0.61907 0.47
H 1.52668 0.57271 1.65040 0.12
O -0.70019 -1.90679 -1.50265 -0.48
C -0.85752 -0.24746 0.80539 -0.17
H 2.79506 -1.45312 0.53851 0.24
H 1.52283 0.67614 -1.50211 0.59
H -0.05781 -2.30151 0.99402 0.31
H -0.22972 2.62524 0.19654 0.17
H 3.96673 -0.30407 1.08416 0.40
C 2.11279 0.64715 0.61060 -0.25
H 0.72480 -1.20405 2.00389 0.28
N 0.04195 -0.16089 -0.42570 0.91
C 1.06855 0.87548 -0.50883 -0.08
C 3.15982 -0.40553 0.34907 -1.45
H -2.76193 1.78116 1.18110 0.34
H -0.87903 -1.60488 2.41060 0.49
H 3.49770 -0.36432 -0.63229 0.42
H -3.88907 1.15910 -0.02205 0.48
H 1.35238 2.95591 -0.55892 0.41
H -0.56825 0.75393 1.18440 0.34
H 0.01287 2.22290 -1.54978 0.39
N 0.08467 -1.06600 -1.42690 -0.42
H -2.56861 1.90138 -0.50375 0.31
H -3.02955 -0.69562 1.02121 0.40
C -2.34374 -0.16148 0.38566 -0.24
C -2.89255 1.22798 0.25161 -1.46
```

As for the HOMO-LUMO gap: 9.36 eV.



Entry b
Computed, not measured: a single C8H18N2O molecule, with ωB97M-V/def2-TZVPD.

Structure (XYZ):
```
29
Properties=species:S:1:pos:R:3:mulliken_charge:R:1
C -1.31863 0.31324 1.17323 -0.09
C 0.88993 -1.95313 3.61631 -1.28
C -0.07337 -0.56497 -2.90364 -0.59
C 1.13161 0.16662 -2.25813 -0.67
H 0.18474 -1.46391 -3.51327 0.35
H -0.75337 0.44222 3.26875 0.31
H -1.98938 -0.87393 2.71780 0.29
N -1.69276 -0.62328 0.10949 -0.52
N -1.02910 -1.09324 -2.03498 -0.57
C 0.84219 1.50491 -1.57109 0.47
H -2.27864 0.99116 1.23314 0.23
O -0.86600 -0.43306 -0.89846 0.64
C 0.33124 -1.30907 2.37480 -0.30
H 0.41824 1.39733 -0.51295 -0.34
H -0.45170 0.14476 -3.63689 0.32
H -0.39664 3.25113 -1.82118 0.45
H 0.93584 -1.23658 4.46512 0.28
H 1.84688 -2.37358 3.53374 0.41
H 0.09623 -2.00038 1.57968 0.31
H 0.17888 2.62273 -3.32578 0.38
C -0.96270 -0.34984 2.56046 -0.61
H -1.03230 1.76532 -2.53866 0.31
H 1.89485 0.32485 -2.99255 0.44
H 1.89296 1.99144 -1.60917 0.36
H 0.11576 -2.72625 3.97227 0.26
H 1.62630 -0.49200 -1.44614 0.21
H 1.04117 -0.68601 1.87695 0.31
H -0.41617 0.87932 0.92134 0.11
C -0.16605 2.38420 -2.34018 -1.47
```

As for the HOMO-LUMO gap (alpha / beta): 9.13 / 9.16 eV.



Entry c
Computed, not measured: 2 unconnected molecules or ions with the total composition C8H18N2O, with ωB97M-V/def2-TZVPD.

Structure (XYZ):
```
29
Properties=species:S:1:pos:R:3:mulliken_charge:R:1
H 0.45860 -0.20400 3.77091 0.35
H 2.41571 0.06070 0.10469 0.31
C -1.68841 1.11139 -2.71734 -0.53
H -0.47622 -1.64914 0.70808 0.19
H 0.72780 1.33954 2.90321 0.36
C -1.28409 -0.29824 -0.81057 0.32
C -0.81601 1.85256 -1.68067 -0.65
H -0.43807 0.15719 2.28207 0.26
C 1.81728 -1.67970 2.23433 -0.03
H -2.18413 -0.08898 -0.20146 0.19
C -0.66851 -1.63596 -0.38536 -1.35
H 2.74185 -2.04245 1.73646 0.38
N -0.31072 0.80000 -0.77993 -0.12
H -0.12595 1.13429 0.15646 0.10
O 1.08385 -2.40199 2.88299 -0.57
H 0.02928 2.41734 -2.13452 0.35
H -2.70985 1.50293 -2.75278 0.28
H 3.51552 0.36145 1.47203 0.37
H -1.36669 -2.45087 -0.61014 0.41
H -1.42968 2.59403 -1.11629 0.26
H -2.55003 -0.93756 -2.49174 0.40
H -0.79111 -0.83628 -2.79278 0.28
H 0.25838 -1.82539 -0.93384 0.33
C 2.46208 0.42597 1.15513 -1.00
C 0.53215 0.27204 2.78579 -0.97
C -1.64586 -0.34756 -2.27733 -0.74
N 1.59135 -0.35717 2.01541 0.20
H 2.14087 1.46627 1.20300 0.33
H -1.28937 1.25959 -3.72583 0.27
```

As for the HOMO-LUMO gap: 9.60 eV.



The structure with the greatest stability is entry c.



Entry a
Computed, not measured: a gas-phase ion, C4H8NO2S (charge -1), with ωB97M-V/def2-TZVPD.

Structure (XYZ):
```
16
Properties=species:S:1:pos:R:3:mulliken_charge:R:1
C 0.01894 2.49410 -0.07715 0.45
O 0.66266 2.65906 0.96481 -0.72
H 1.16829 -0.52414 -1.77034 0.33
H 1.30406 -1.98123 1.23139 0.08
N -0.36027 1.14229 -0.45062 -0.30
H -0.55060 -1.10513 -1.78652 0.33
H 0.71546 -2.02773 -0.97937 0.38
H -1.02107 1.22210 -1.17758 0.21
C -0.70437 -0.77582 1.10108 -0.65
S 0.23955 -2.05771 2.03465 -0.28
C 0.12744 -0.09160 -0.00364 0.15
O -0.39790 3.33046 -0.91413 -0.79
H -1.06766 -0.01050 1.78405 0.41
C 0.36604 -1.00695 -1.20050 -1.31
H 1.08752 0.03199 0.49930 0.41
H -1.58812 -1.29918 0.74455 0.29
```

The net charge is -1. As for the HOMO-LUMO gap: 7.16 eV.



Entry b
Computed, not measured: a molecular structure, C4H8NO2S, with ωB97M-V/def2-TZVPD.

Structure (XYZ):
```
16
Properties=species:S:1:pos:R:3:mulliken_charge:R:1
H -0.14771 0.73957 1.52559 0.31
H 1.84688 -0.95303 -0.86865 0.41
H 1.73473 0.60175 0.57186 0.49
S 0.91259 -1.39038 2.13522 -0.62
N -0.13855 1.26950 0.64022 -0.36
H -1.95285 2.07661 -0.31597 0.20
C -1.43329 0.99088 -0.22006 0.64
C 0.20344 -1.64933 0.48300 -0.80
O -2.22229 0.19572 0.37121 -0.51
C 0.95547 0.72881 -0.18923 -1.01
H 0.34151 -2.71749 0.09433 0.30
O -1.43932 1.80717 -1.43263 -0.46
H -0.85732 -1.56122 0.40896 0.23
H 1.21899 1.42460 -1.03706 0.29
H 0.12288 -0.83430 -1.57511 0.21
C 0.85485 -0.72885 -0.59167 -0.32
```

The net charge is -1. As for the HOMO-LUMO gap: 5.39 eV.



The structure with the greatest stability is entry a.



Entry a
Computed, not measured: 2 unconnected molecules or ions with the total composition C2H10O2Si2, with ωB97M-V/def2-TZVPD.

Structure (XYZ):
```
16
Properties=species:S:1:pos:R:3:mulliken_charge:R:1
C 2.07103 -1.33092 0.19876 -0.95
H 2.44490 1.40065 -0.39454 -0.09
H -3.56369 0.24543 -1.56556 0.32
H 1.98767 -2.05194 1.02709 0.31
H -2.12678 2.35002 1.10427 0.34
H -1.85530 0.70072 -1.93322 0.30
O -2.47060 1.78982 0.40352 -0.44
H -2.62356 -0.97158 -1.96461 0.38
Si -2.21338 0.21724 0.39530 0.69
C -2.46689 -0.04557 -1.43025 -1.00
H 2.87232 -1.81634 -0.48966 0.29
Si 2.59744 0.38805 0.75934 0.34
H 1.78769 0.80715 1.91193 -0.09
H 1.21890 -1.48906 -0.38455 0.29
O -1.80806 -0.59699 1.60092 -0.58
H 4.14830 0.40332 0.76125 -0.09
```

As for the HOMO-LUMO gap: 10.74 eV.



Entry b
Computed, not measured: a single C2H10O2Si2 molecule, with ωB97M-V/def2-TZVPD.

Structure (XYZ):
```
16
Properties=species:S:1:pos:R:3:mulliken_charge:R:1
H -1.37471 -0.76711 2.86295 0.33
C -0.97495 -0.31929 -2.35883 -1.03
H 1.15081 -1.74566 2.02323 -0.16
H -1.58170 -0.93181 -1.81636 0.36
H 1.65440 -0.29636 -2.53675 -0.13
H 2.15782 0.32986 1.88663 -0.12
C -0.58363 -0.00689 2.70254 -1.07
O 0.62332 1.68253 -1.23192 -0.48
Si 0.67081 0.09939 -1.50753 0.24
H -0.66016 -0.93162 -3.17341 0.30
O 0.53731 -0.34290 0.02559 0.23
H -0.36726 -0.10303 3.79984 0.33
H -1.20399 0.85999 2.42708 0.32
Si 0.96157 -0.38709 1.65501 0.31
H -1.59738 0.52617 -2.81671 0.27
H 0.58775 2.33382 -1.94135 0.29
```

As for the HOMO-LUMO gap: 10.97 eV.



The structure with the greatest stability is entry b.



Entry a
Computed, not measured: 2 unconnected molecules or ions with the total composition CH6OS, with ωB97M-V/def2-TZVPD.

Structure (XYZ):
```
9
Properties=species:S:1:pos:R:3:mulliken_charge:R:1
C -0.58689 -2.45298 -0.42901 -0.51
H -0.37780 -2.88051 0.55466 0.23
O -0.84960 -1.06005 -0.37325 -0.43
H 0.24345 -2.67607 -1.10272 0.25
H -1.48322 -2.94174 -0.81030 0.20
H -0.03170 -0.61003 -0.26414 0.28
H 1.21395 1.15280 1.35601 0.18
H -0.47504 1.92216 0.82133 0.19
S 0.72473 1.80070 0.29619 -0.40
```

As for the HOMO-LUMO gap: 10.86 eV.



Entry b
Computed, not measured: 2 unconnected molecules or ions with the total composition CH6OS, with ωB97M-V/def2-TZVPD.

Structure (XYZ):
```
9
Properties=species:S:1:pos:R:3:mulliken_charge:R:1
S 2.86657 0.13485 -2.51633 -0.31
H 3.27079 0.23843 -3.82750 0.16
H -2.59315 0.77441 2.25248 0.30
C -1.31542 -0.00068 1.21976 -0.50
H -2.17409 -0.29375 0.63908 0.27
H -0.74780 0.65440 0.56719 0.21
H 3.12397 -1.15998 -2.28322 0.15
O -1.70803 0.57581 2.41792 -0.46
H -0.72285 -0.92349 1.53062 0.18
```

As for the HOMO-LUMO gap: 10.64 eV.



Entry c
Computed, not measured: 2 unconnected molecules or ions with the total composition CH6OS, with ωB97M-V/def2-TZVPD.

Structure (XYZ):
```
9
Properties=species:S:1:pos:R:3:mulliken_charge:R:1
H -0.28343 -1.66107 1.08490 0.31
H -1.68158 2.74722 1.16012 0.15
H 1.76287 -0.78911 -0.34419 0.24
H 0.17061 -0.90005 -1.47705 0.24
O -0.14270 -0.78905 0.58586 -0.49
H 0.79897 -2.26729 -0.56340 0.31
S -0.93125 3.04013 0.06230 -0.30
H -0.45551 1.77459 0.09031 0.13
C 0.76202 -1.15537 -0.59885 -0.57
```

As for the HOMO-LUMO gap: 10.19 eV.



The structure with the greatest stability is entry a.



Entry a
Computed, not measured: 2 unconnected molecules or ions with the total composition CH6OS, with ωB97M-V/def2-TZVPD.

Structure (XYZ):
```
9
Properties=species:S:1:pos:R:3:mulliken_charge:R:1
S -0.04873 1.49983 -0.87720 -0.17
C 1.21451 0.43431 -0.28271 -0.72
O -2.08782 -1.12170 1.05928 -0.62
H 0.60863 1.81196 -2.01428 0.11
H 1.60801 -0.22371 -1.07566 0.27
H -2.87143 -1.54941 1.47313 0.31
H 2.00983 1.13671 0.01846 0.28
H 0.94514 -0.18659 0.58823 0.23
H -1.37816 -1.80141 1.11077 0.31
```

As for the HOMO-LUMO gap: 9.44 eV.



Entry b
Computed, not measured: 2 unconnected molecules or ions with the total composition CH6OS, with ωB97M-V/def2-TZVPD.

Structure (XYZ):
```
9
Properties=species:S:1:pos:R:3:mulliken_charge:R:1
C -1.14925 0.97262 2.10821 -0.42
H 0.37131 -0.07866 -1.76032 0.15
H -0.56087 0.78139 3.07563 0.24
H 1.27302 -1.51702 -2.86801 0.14
H -1.51294 0.03973 1.68956 0.19
H 0.48765 1.92059 1.52809 0.31
O -0.36989 1.66194 1.19387 -0.50
H -2.11384 1.54845 2.20717 0.18
S 0.75641 -1.35472 -1.63423 -0.30
```

As for the HOMO-LUMO gap: 10.51 eV.



The structure with the greatest stability is entry a.